The following is a DFT calculation (wB97M-V/def2-TZVPD) of a molecular structure, C64H164As5F30N9O9 in a non-equilibrium geometry.

Last column: Löwdin charge in e.
Positions of all 281 atoms, in Å:
H (11.81817, -5.88152, 0.05477)  0.107
H (8.61562, -3.28975, -5.90397)  0.129
H (5.44592, -5.08860, -8.39391)  0.128
H (7.43189, -9.40618, -13.48356)  0.083
H (2.17428, -14.08681, -14.95752)  0.086
H (2.92938, -9.44016, -14.01702)  0.116
N (13.07150, -7.38750, -0.83730)  -0.182
H (15.75152, -7.17054, -2.03477)  0.061
C (6.49682, -9.11646, -13.00418)  -0.143
C (9.64130, -8.59289, -6.15258)  -0.069
C (1.47603, -13.34716, -14.56579)  -0.040
H (12.00839, -5.37342, -2.64936)  0.107
H (10.79737, -6.99085, -8.52609)  0.090
H (8.78820, -6.02969, -1.75648)  0.111
H (13.43178, -5.92462, 0.69427)  0.116
C (12.00037, -8.31812, -0.26862)  -0.150
H (11.66901, -13.15080, -18.05302)  0.105
H (5.45765, -16.21770, -4.53577)  0.092
N (16.47239, -13.26933, -6.85965)  0.240
C (7.87820, -11.91649, -10.69631)  -0.075
F (10.20649, -4.86674, -12.67542)  -0.277
C (12.94973, -7.26149, -2.45110)  -0.025
N (2.95278, -13.79095, -4.84355)  -0.211
C (8.93807, -12.28405, -4.57517)  -0.063
C (2.00509, -12.69042, -13.25257)  -0.108
F (6.37950, -8.48502, -6.31274)  -0.307
H (6.92026, -8.99484, -12.00718)  0.085
H (6.53426, -8.14501, -9.08555)  0.069
C (20.18896, -11.42070, -6.03837)  -0.112
F (11.74847, -4.55715, -9.46807)  -0.279
F (9.53457, -5.12989, -10.17339)  -0.301
C (11.08510, -1.79510, -5.40566)  -0.038
H (17.91831, -11.20067, -7.05598)  0.104
C (3.73214, -2.20242, -11.01068)  -0.057
As (12.39719, -14.98259, -9.16514)  0.952
H (10.79085, -11.21634, -8.08563)  0.108
F (7.32200, -7.56822, -3.98840)  -0.303
H (3.81910, -4.08070, -11.52389)  0.105
H (4.11928, -2.07518, -9.99972)  0.084
H (8.51993, -16.43213, -7.81800)  0.097
C (7.70838, -15.85531, -7.37441)  -0.036
N (9.80108, -12.65144, -17.33107)  -0.188
H (8.93862, -10.18352, -7.45696)  0.116
F (15.57259, -8.75540, -4.11703)  -0.223
H (6.12593, -8.15280, -13.35334)  0.092
H (4.48719, -5.11361, -9.94241)  0.124
H (3.86254, -12.44770, -9.20827)  0.075
H (11.22278, -10.39231, -0.33257)  0.091
O (9.47008, -4.89017, -7.02358)  -0.245
H (5.65698, -1.08332, -13.38933)  0.080
H (9.42428, -8.52943, -10.00280)  0.128
H (3.54149, -9.91224, -11.87069)  0.098
C (9.70228, -10.55376, -10.52189)  -0.237
H (7.98731, -11.88421, -16.56554)  0.123
H (7.59852, -4.71744, -11.97982)  0.084
F (6.46812, -13.71524, -13.24759)  -0.325
H (10.83704, -15.24481, -18.14524)  0.083
C (10.81113, -3.01287, -6.32878)  -0.192
F (4.89355, -7.14283, -4.60587)  -0.285
H (6.72048, -16.31080, -7.30595)  0.089
C (4.60069, -13.12445, -8.77787)  -0.054
H (11.71011, -13.26938, -16.35027)  0.124
H (10.42233, -11.36656, -10.42708)  0.116
C (11.77084, -6.40525, -2.90821)  -0.229
O (8.28343, -15.21168, -6.19547)  -0.224
H (3.08520, -11.84922, -7.17067)  0.112
H (9.09531, -11.77606, -3.62368)  0.085
C (5.47547, -5.08504, -9.48350)  -0.218
H (0.23520, -14.50296, -4.09142)  0.091
F (10.51120, -3.01334, -10.89529)  -0.294
H (7.97300, -12.73475, -4.80671)  0.083
H (4.66756, -12.50777, -4.66021)  0.119
H (11.61671, -13.47871, -13.01037)  0.099
C (6.54157, -1.68993, -13.19535)  -0.051
H (10.07072, -13.43477, -2.38315)  0.107
F (14.24836, -10.98762, -3.83941)  -0.277
H (8.71743, -8.47500, -5.58632)  0.038
H (11.24916, -2.11220, -4.37579)  0.084
H (3.82113, -12.07848, -15.16747)  0.139
F (4.39243, -14.68984, -12.10988)  -0.279
H (5.12269, -14.78896, -3.77125)  0.059
H (4.56100, -14.01296, -9.40801)  0.081
C (8.20222, -5.61935, -7.20038)  -0.030
C (12.86175, -6.01456, -0.23043)  0.016
H (3.15806, -11.57045, -4.69419)  0.123
H (9.36064, -10.81527, -16.26167)  0.132
H (3.59087, -15.12576, -6.47880)  0.122
H (6.68918, -1.43602, -10.98988)  0.127
C (6.22153, -3.85191, -9.91812)  -0.061
H (15.62711, -6.06263, -0.77129)  0.083
H (11.46857, -11.63164, -3.14242)  0.051
H (10.12026, -12.94275, -12.29809)  0.060
C (12.09818, -11.21192, -17.19542)  -0.040
F (15.75453, -9.30620, -6.64543)  -0.288
C (4.44142, -3.24693, -11.84893)  -0.170
H (5.09520, -7.97948, -10.23257)  0.076
H (2.44557, -11.22744, -11.30714)  0.100
H (11.80617, -10.60863, -16.33584)  0.075
H (11.59768, -6.46502, -3.98270)  0.133
H (10.01140, -7.56809, -6.12244)  0.056
O (5.69073, -10.17750, -13.17530)  -0.222
H (17.76919, -13.83849, -8.51381)  0.158
H (0.82378, -15.61858, -5.35410)  0.091
H (9.38082, -15.94198, -18.43527)  0.101
H (4.29215, -3.05635, -12.91171)  0.131
H (10.27395, -1.06955, -5.34480)  0.089
C (11.38502, -7.86801, -8.25526)  -0.013
C (3.69498, -12.40675, -5.14187)  -0.027
C (5.10507, -15.21435, -4.77466)  -0.038
H (0.46139, -9.34826, -14.29977)  0.098
H (6.40760, -4.47182, -13.36793)  0.097
H (4.85979, -9.82520, -15.01913)  0.127
H (9.12480, -5.94204, -3.46404)  0.064
H (7.48524, -4.91218, -7.61745)  0.073
C (9.85490, -14.96468, -18.52607)  -0.043
C (6.55980, -4.65517, -12.30429)  0.047
H (2.50328, -14.99786, -3.16792)  0.110
H (11.30951, -14.63035, -2.27231)  0.120
N (3.04892, -11.42337, -13.39193)  -0.204
F (14.39367, -11.21129, -6.29963)  -0.294
F (7.63496, -15.83190, -12.82525)  -0.268
H (14.73678, -8.97797, -0.67203)  0.120
H (9.27172, -14.43625, -16.41484)  0.129
H (3.76978, -1.28479, -11.59774)  0.082
C (18.42500, -11.99101, -7.60981)  -0.152
H (9.85019, -16.47967, -5.58070)  0.103
H (1.82730, -13.69274, -6.54371)  0.130
F (7.01525, -9.99569, -4.32062)  -0.268
H (11.87597, -9.90365, -1.91304)  0.050
H (3.06554, -15.90301, -5.11526)  0.116
H (20.73600, -12.04325, -5.33035)  0.096
H (8.87088, -11.39459, -5.20162)  0.055
H (12.38350, -12.36776, -1.74719)  0.078
C (6.82622, -2.20563, -11.74949)  -0.110
H (15.89517, -12.48878, -6.58097)  0.087
H (5.63259, -12.78375, -8.86285)  0.079
C (9.46509, -11.73824, -18.53429)  -0.006
H (4.61704, -12.73788, -13.66796)  0.103
C (2.80167, -13.96506, -3.34790)  -0.005
H (8.39610, -11.76114, -18.74604)  0.101
H (13.19184, -11.39156, -8.87598)  0.050
As (15.02101, -10.01906, -5.12791)  0.921
C (11.96563, -12.51567, -2.74299)  -0.056
C (16.36648, -12.25125, -9.13432)  -0.014
C (4.26634, -11.85265, -14.19850)  -0.062
C (10.24919, -9.23759, -9.92456)  -0.063
H (11.62271, -3.74041, -6.31775)  0.142
H (8.47485, -8.65594, -8.05835)  0.090
H (15.84649, -13.05684, -9.65270)  0.078
H (11.71983, -15.60307, -5.74752)  0.072
H (13.88707, -6.85596, -2.83193)  0.115
H (6.59481, -2.48089, -13.94344)  0.076
F (12.55436, -4.28470, -11.97350)  -0.254
H (11.10251, -8.83329, -10.46907)  0.119
H (4.17094, -11.52976, -11.70284)  0.095
N (10.58522, -9.09875, -8.44532)  -0.222
H (9.92861, -14.48008, -19.49964)  0.088
O (19.31263, -12.42664, -6.52618)  -0.188
H (7.96692, -11.72800, -11.76622)  0.067
F (11.85997, -13.82190, -7.92166)  -0.287
H (0.94649, -9.53729, -12.59878)  0.091
F (5.45179, -17.12341, -12.26810)  -0.294
C (12.03463, -14.89149, -4.98420)  0.067
C (10.98561, -13.77640, -2.86726)  -0.148
H (11.03015, -12.33164, -5.37100)  0.108
O (10.59808, -6.82362, -2.30987)  -0.174
C (9.01678, -11.84829, -16.20918)  -0.090
F (13.45299, -9.13285, -5.24304)  -0.298
H (0.68198, -13.95545, -14.13271)  0.096
N (5.92608, -3.48332, -11.45449)  -0.185
H (16.94256, -11.79188, -9.93758)  0.097
H (5.80698, -14.67417, -5.40998)  0.059
H (8.45623, -11.62988, -14.14914)  0.113
H (15.64052, -11.57536, -8.68238)  0.066
H (12.82847, -12.56320, -3.40733)  0.047
H (7.85459, -2.56293, -11.69560)  0.106
C (9.53033, -3.88179, -5.93368)  -0.106
H (9.63827, -10.67161, -18.39143)  0.104
H (9.85479, -12.24800, -19.41541)  0.105
H (6.09932, -11.06574, -14.96725)  0.115
C (2.27696, -10.29897, -14.17482)  -0.165
H (2.06508, -10.42409, -15.23668)  0.135
C (14.53982, -7.94084, -0.40060)  -0.111
F (4.48093, -9.61987, -4.80638)  -0.272
H (12.63245, -15.40313, -4.22992)  0.106
H (8.54645, -13.25872, -14.62161)  0.114
H (8.20124, -12.92684, -10.44543)  0.098
C (11.44375, -10.34672, -8.01085)  -0.088
O (10.30121, -12.49111, -14.41256)  -0.191
H (12.00886, -1.25076, -5.60177)  0.089
F (13.19763, -13.68368, -10.09351)  -0.292
H (8.15657, -13.88268, -17.64305)  0.127
F (5.45785, -15.65020, -14.21882)  -0.273
H (14.45467, -7.94740, 0.68605)  0.125
F (6.60017, -14.97973, -10.93682)  -0.285
H (12.58350, -14.09334, -5.48399)  0.079
H (6.00565, -3.03567, -9.22873)  0.127
F (12.91588, -16.10879, -10.42741)  -0.265
H (4.70273, -11.31981, -6.79885)  0.119
As (5.92638, -8.62270, -4.51640)  0.957
C (1.58059, -13.59392, -5.48661)  -0.178
H (7.61801, -15.06395, -8.11851)  0.077
F (11.47823, -6.45024, -11.09348)  -0.265
As (11.04013, -4.71887, -11.08734)  0.922
H (7.30279, -3.98752, -9.94196)  0.108
H (8.30244, -16.89309, -5.01978)  0.133
C (12.69196, -10.42861, -8.98057)  -0.047
H (3.73240, -13.96907, -2.78060)  0.094
N (10.60345, -2.52202, -7.87709)  0.241
F (16.60377, -10.95434, -4.90434)  -0.286
O (8.57051, -10.98245, -9.89507)  -0.168
H (11.65195, -10.29756, -6.94205)  0.097
C (10.17490, -12.96759, -5.14251)  -0.128
H (19.86217, -10.56831, -5.44278)  0.086
H (9.74861, -1.98575, -7.91906)  0.152
H (10.42276, -9.11280, -5.59841)  0.075
H (12.22411, -7.81439, -8.94892)  0.097
C (4.00434, -12.14599, -6.66549)  -0.174
H (1.17987, -12.37399, -12.61463)  0.107
H (9.65746, -10.48661, -11.60889)  0.127
F (5.46478, -8.84592, -2.76564)  -0.299
N (10.71841, -14.25538, -4.33223)  -0.158
H (9.72320, -4.36373, -4.97522)  0.102
H (12.17465, -8.37442, 0.80588)  0.128
H (11.79197, -10.73011, -18.12397)  0.068
H (6.82143, -11.70654, -10.53123)  0.079
C (0.93266, -10.01555, -13.57816)  -0.077
H (9.95163, -16.03677, -3.29958)  0.137
H (7.99253, -6.15066, -6.27203)  0.081
H (-0.38056, -14.61732, -5.67988)  0.101
C (5.21073, -10.69173, -14.45871)  -0.114
H (12.90815, -10.25660, -0.52705)  0.070
H (13.11461, -5.26794, -0.98323)  0.101
H (2.67577, -2.46850, -11.04786)  0.096
F (10.88881, -14.69837, -10.10440)  -0.291
H (16.99685, -13.62480, -6.07309)  0.162
C (15.70063, -7.13594, -0.94651)  -0.062
O (6.17070, -6.24440, -9.86834)  -0.230
H (2.62575, -13.48015, -12.82921)  0.097
H (13.18600, -11.27898, -17.17954)  0.094
C (5.68492, -7.55064, -9.42236)  -0.032
H (5.00615, -7.44036, -8.57666)  0.089
H (16.60271, -7.51432, -0.46570)  0.104
H (12.97240, -8.23124, -2.94826)  0.100
C (9.53803, -15.29137, -3.97885)  -0.037
As (5.96737, -15.35768, -12.56523)  0.917
H (6.04108, -5.58898, -12.08745)  0.087
C (10.56831, -13.27998, -13.23277)  -0.029
C (9.20640, -14.10420, -17.45097)  -0.117
H (9.93895, -4.86322, -2.35717)  0.090
F (11.59563, -16.39425, -8.24380)  -0.313
H (20.91561, -10.95067, -6.70106)  0.091
H (1.24921, -12.60506, -5.16966)  0.141
H (11.09470, -7.71335, -0.22257)  0.109
H (8.74166, -14.67037, -3.56865)  0.112
H (10.55329, -3.35014, -8.45310)  0.068
C (0.55935, -14.58542, -5.12884)  -0.076
C (11.97527, -9.78385, -0.83421)  -0.041
C (9.29863, -9.15909, -7.55206)  -0.104
H (1.13674, -12.64582, -15.32809)  0.079
H (18.98975, -11.55425, -8.43346)  0.138
F (14.00389, -15.40072, -8.29934)  -0.331
H (12.65506, -10.62450, -10.05219)  0.085
C (17.30794, -12.93639, -8.11186)  -0.242
H (15.87154, -14.05723, -7.05536)  0.141
H (0.21935, -10.83485, -13.66787)  0.086
H (10.12464, -14.25366, -13.44062)  0.094
H (7.27759, -0.89406, -13.30917)  0.093
H (2.09640, -13.33151, -2.81004)  0.121
C (8.92590, -16.02323, -5.22650)  -0.190
H (11.87257, -7.92136, -7.28184)  0.105
C (11.39324, -12.60257, -17.15219)  -0.112
H (11.29957, -1.93012, -8.30740)  0.159
C (3.27559, -10.96525, -11.96321)  0.003
H (9.96296, -13.37504, -6.13102)  0.105
C (9.59100, -5.88883, -2.48020)  -0.105
H (8.45598, -6.35773, -7.96097)  0.069
C (9.00851, -12.29101, -14.81696)  -0.268
O (4.48142, -13.30599, -7.35120)  -0.229
C (3.68216, -15.04895, -5.39535)  -0.122
H (13.33792, -9.56174, -8.84139)  0.077

Forces on atoms 1 to 2 (eV/Å):
H -0.01 -0.15 -0.31
H -0.08 0.07 0.07

Net charge ... +4
LUMO energy ... -6.32 eV
Multiplicity ... 1
Strongest force on any atom ... 4.19 eV/A
Calculated total energy ... -486556.1316 eV